C57H163N25O12P7 | ωB97M-V with the def2-TZVPD basis set

```
264
Properties=species:S:1:pos:R:3:forces:R:3:lowdin_charge:R:1
C -1.6931 -1.9512 0.4643 -1.9066 -0.3764 1.3208 -0.13
O -0.9109 -0.9149 0.0052 3.0649 0.1881 -2.0540 -0.19
C 0.2645 -1.4823 -0.6886 0.0984 1.3214 -0.4321 -0.13
C 1.1882 -0.4162 -1.4015 -0.9442 0.4037 1.2418 -0.06
N 0.4243 0.6442 -2.1567 -1.2446 -0.1039 2.0382 0.09
H 1.0771 1.1041 -2.7750 -0.3352 0.1724 -0.7710 0.18
H -0.3265 0.1218 -2.5851 -0.0107 0.0590 -1.2562 0.17
C -0.3773 1.7282 -1.3704 2.0343 -0.3382 0.8529 -0.07
C -1.3614 2.3559 -2.2645 -1.2882 -0.2414 -1.0888 -0.23
O -0.8481 2.8630 -3.4725 1.5081 -0.0361 1.3379 -0.17
C -1.7597 3.6643 -4.1435 -0.4040 1.0043 -0.8716 -0.11
H -2.0040 -2.6566 -0.3062 0.4438 -0.2755 -0.0538 0.10
H -2.6249 -1.5130 0.8218 -0.0790 0.2172 -0.0926 0.10
H -1.2859 -2.4021 1.3693 0.3749 -0.5150 -0.2753 0.10
H -0.0401 -2.2093 -1.4415 -0.4276 -0.0217 -0.0325 0.12
H 0.9587 -2.0053 -0.0308 -0.2720 -0.0505 0.4393 0.13
H 1.8269 -0.8692 -2.1598 0.0148 -0.3108 0.3415 0.14
H 1.7873 0.1211 -0.6664 0.1232 -0.1443 -0.0517 0.14
H 0.3478 2.4015 -0.9133 0.2905 0.2935 -0.6327 0.15
H -0.8305 1.3144 -0.4695 -0.2970 -0.6424 -0.5442 0.13
H -1.9236 3.0776 -1.6719 0.0171 0.3436 -0.0663 0.14
H -2.0736 1.6079 -2.6126 -0.5382 -0.4400 0.5323 0.14
H -1.2016 4.2477 -4.8759 -0.0578 -0.2950 -0.1943 0.10
H -2.2371 4.4141 -3.5127 -0.0548 -0.1023 0.4044 0.09
H -2.5366 3.0752 -4.6307 -0.0756 -0.0899 -0.1106 0.10
C -2.7563 -2.4749 -8.5219 -0.0905 -0.2632 -0.0502 -0.37
O -2.7032 -1.8824 -7.4662 0.0550 0.0966 0.5364 -0.01
N -2.7612 -1.8911 -9.7283 0.0796 1.1513 -0.0057 -0.18
C -3.0536 -2.6334 -10.9376 -0.4668 0.1346 -0.8612 -0.07
C -2.9032 -0.3951 -9.8054 -0.3182 -1.1548 -1.1454 -0.02
H -2.8219 -3.5720 -8.5879 0.1195 -0.1005 0.0421 0.14
H -2.6181 -2.1539 -11.8143 -0.2790 0.6341 0.1077 0.09
H -4.1366 -2.7048 -11.0379 -0.0889 0.0688 -0.4285 0.09
H -2.6652 -3.6358 -11.1178 0.2762 -0.1878 1.2747 0.09
H -3.0149 0.1025 -8.8421 0.7355 -0.4251 -0.0659 0.08
H -2.1248 -0.0585 -10.4902 0.3909 0.4293 0.6457 0.09
H -3.8058 -0.1330 -10.3575 -0.3960 -0.3657 -0.0115 0.08
C -8.0205 6.4357 -0.9795 0.3562 -1.5566 0.0785 -0.31
O -7.8218 6.5901 0.2198 -0.3379 0.3749 -1.5047 0.01
N -8.5561 5.3045 -1.5426 0.3217 0.4087 2.2614 -0.22
C -8.5753 5.0457 -2.9259 -0.3295 -0.7552 -1.2615 -0.10
C -8.9546 4.1868 -0.7037 -0.4694 0.7096 0.7206 -0.05
H -7.7192 7.0387 -1.8501 0.1898 1.0334 0.6115 0.13
H -9.5791 4.7785 -3.2562 -0.3251 0.4228 -0.1137 0.09
H -8.0343 4.1283 -3.1577 0.5439 -0.0278 0.0236 0.08
H -8.1787 5.8464 -3.5502 -0.0665 0.1226 0.2596 0.09
H -9.0139 4.4236 0.3586 0.3670 0.7114 -0.1300 0.08
H -10.0029 4.0018 -0.9378 0.2001 -1.0259 -0.3777 0.09
H -8.2199 3.3822 -0.7364 -0.4526 -0.4155 -0.5699 0.09
C -5.3700 3.7647 6.8148 0.7363 -2.8884 -0.4757 -0.35
O -5.0076 2.7509 6.1915 -0.4810 1.8853 0.1876 -0.03
N -5.9711 3.6638 8.0090 -1.0914 0.4799 2.5862 -0.16
C -6.0254 4.9176 8.8421 0.9266 -0.4498 -0.5799 -0.05
C -6.3363 2.3281 8.6816 -0.2241 1.5673 -1.1309 0.00
H -5.2049 4.8045 6.4927 0.0155 -0.1726 -0.1621 0.13
H -5.1340 5.0405 9.4571 0.1134 -0.6699 0.4255 0.08
H -6.8841 5.0551 9.4993 -0.2185 -0.3581 -0.4693 0.08
H -5.8725 5.7797 8.1929 -0.7298 -0.0388 -0.2908 0.07
H -6.1860 1.5087 7.9787 0.6731 0.2298 0.1827 0.08
H -5.8551 2.2235 9.6540 0.4061 -0.0641 -0.3257 0.08
H -7.4093 2.2945 8.8703 -0.1196 0.4699 0.0340 0.07
O -9.4788 -11.2372 -5.2132 0.3582 2.4640 1.3383 -0.32
P -9.3731 -10.1351 -4.1765 0.0584 -0.9166 1.4268 0.65
N -8.6532 -8.6614 -4.6766 -1.5744 -0.9244 -0.1358 -0.32
C -8.0765 -8.6973 -5.9788 0.7488 0.6175 -0.6912 -0.15
C -8.2230 -7.6031 -3.7811 -0.3811 -0.4359 -0.0216 -0.11
N -8.3528 -10.6556 -2.8642 -1.2895 -0.3861 -0.1225 -0.32
C -8.4608 -10.0655 -1.5049 -0.0687 0.3977 -2.0765 -0.11
C -7.0017 -11.1425 -3.2017 -1.8012 -0.7047 -0.3178 -0.11
N -10.8389 -9.6384 -3.3692 2.0596 -2.0692 -0.5146 -0.31
C -11.7308 -8.6553 -3.9358 -0.0735 0.6571 0.3048 -0.13
C -11.4886 -10.5975 -2.4268 0.2892 1.1338 0.3860 -0.12
H -8.5731 -9.4561 -6.5837 0.3475 0.0607 -0.0286 0.08
H -6.9975 -8.8362 -5.9112 0.3313 -0.7091 -0.0988 0.08
H -8.1036 -7.7289 -6.4784 -0.6861 0.2562 -0.1015 0.08
H -7.1400 -7.6016 -3.6580 0.2282 -0.3821 0.4747 0.08
H -8.7822 -7.7273 -2.8538 0.4053 0.1820 0.1322 0.06
H -8.4161 -6.5905 -4.1352 -0.5101 -0.0344 -0.4908 0.08
H -9.5142 -9.8646 -1.3096 0.3028 -0.1683 0.4281 0.05
H -7.9848 -10.7285 -0.7824 -0.0977 0.2340 0.0599 0.09
H -7.9850 -9.0934 -1.6345 0.4093 0.0963 1.1802 0.05
H -6.7184 -11.9249 -2.4977 0.4426 0.6489 0.7128 0.08
H -7.1152 -11.8003 -4.0634 0.2069 0.6682 -0.6897 0.08
H -6.3172 -10.3051 -3.3374 0.4508 -0.3272 0.0378 0.08
H -11.6302 -7.7735 -3.3030 -0.7786 0.2510 0.1516 0.08
H -11.5497 -8.2638 -4.9368 0.5962 -0.6380 -0.1670 0.08
H -12.7388 -9.0696 -3.9575 -0.1365 0.2770 0.1859 0.08
H -11.8046 -10.0762 -1.5231 -0.1135 0.6769 0.0721 0.07
H -10.7775 -11.2920 -1.9797 -0.1054 -0.4601 -0.8938 0.07
H -12.4270 -11.0238 -2.7814 0.3794 -0.4663 -0.5403 0.08
O 3.2008 7.5221 2.5844 0.5331 2.1494 0.4775 -0.32
P 3.8221 8.8619 2.2680 -1.3529 -0.6760 -3.2033 0.59
N 5.0923 8.6973 1.0981 0.5690 0.7536 2.3490 -0.31
C 6.3895 8.1723 1.6271 -0.8978 0.2940 0.7873 -0.11
C 4.7797 8.2661 -0.2489 -0.1609 -0.6344 0.3402 -0.13
N 4.3582 9.8557 3.4592 1.1998 0.7815 0.8856 -0.31
C 5.5412 10.7379 3.4241 -0.4478 -0.3498 -0.7416 -0.11
C 3.7884 9.7326 4.8021 0.2261 -0.4328 -0.2788 -0.10
N 2.7200 9.8868 1.3911 1.5064 -1.1209 -0.2671 -0.31
C 1.2740 9.8817 1.5998 0.7365 0.6301 -0.4955 -0.12
C 3.3184 11.0318 0.6777 -1.4632 0.2223 0.2283 -0.12
H 6.5766 8.4386 2.6674 -0.5125 0.5345 0.1319 0.05
H 7.2666 8.5895 1.1324 -0.1814 -0.3907 -0.5852 0.09
H 6.3558 7.0888 1.7406 0.3075 -0.2495 -0.8276 0.08
H 4.9319 9.0434 -0.9978 0.0146 0.0747 -0.0332 0.07
H 3.7589 7.8873 -0.2997 -0.0869 0.1677 -0.1267 0.08
H 5.4276 7.4174 -0.4678 0.0347 0.0056 -0.2855 0.08
H 5.2741 11.7249 3.8017 -0.0034 -0.0876 0.2773 0.08
H 6.3730 10.3068 3.9812 0.0340 0.1008 0.2872 0.08
H 5.8906 10.9001 2.4045 -0.1356 -0.2094 -0.0551 0.07
H 4.4879 9.1247 5.3759 -0.5146 -0.5041 0.3825 0.08
H 3.7084 10.6592 5.3706 0.0850 0.4695 -0.5900 0.08
H 2.7764 9.3411 4.6988 0.2195 -0.4378 0.4126 0.08
H 0.8785 10.6100 2.3078 0.4130 0.0146 0.8534 0.07
H 0.8640 10.3149 0.6875 -0.4573 -0.8396 -0.4313 0.07
H 0.9540 8.8773 1.8772 -0.1976 0.1381 -0.3354 0.08
H 4.2065 10.8205 0.0821 0.2296 -0.1291 0.7783 0.06
H 3.3746 11.8981 1.3369 0.8574 0.1229 0.2308 0.08
H 2.6369 11.4248 -0.0767 -0.5625 -0.4154 -0.1811 0.07
O 9.2502 -0.1682 0.5459 0.4111 -0.4925 -0.2353 -0.31
P 9.9379 -1.1514 1.4128 0.2493 -0.3309 0.5136 0.61
N 9.3882 -1.0260 3.0689 2.4011 0.5750 -1.3491 -0.31
C 9.9519 0.0084 3.9722 0.8206 -0.8435 -0.5059 -0.10
C 8.0959 -1.3866 3.4591 -1.7577 -1.2382 0.5304 -0.18
N 11.6268 -0.8921 1.4952 -0.3264 -0.9294 0.4567 -0.30
C 12.2675 0.2974 0.8791 0.1856 -1.4930 -0.2605 -0.11
C 12.5248 -1.9298 2.1787 -0.7858 1.5177 -0.3805 -0.09
N 9.7124 -2.7928 0.8897 -0.5442 0.4467 1.8401 -0.31
C 10.0678 -3.9187 1.7781 0.1952 1.2284 -0.3069 -0.13
C 9.4336 -3.2149 -0.4901 1.2201 2.4997 0.0093 -0.11
H 11.0386 -0.0280 3.8957 0.0282 0.5454 -0.4980 0.06
H 9.8379 -0.2264 5.0305 -0.6995 -0.4576 -0.0002 0.08
H 9.5377 1.0049 3.8186 0.0960 0.0603 -0.2580 0.09
H 7.3482 -0.6037 3.5856 0.2572 0.7293 -0.0635 0.08
H 8.1998 -1.8675 4.4317 -0.4468 -0.2792 0.1962 0.08
H 7.5917 -2.0718 2.7775 0.3871 -0.2882 -0.1379 0.08
H 11.6773 0.7208 0.0664 -0.5613 0.2624 0.6833 0.07
H 12.6091 0.9957 1.6431 -0.1567 0.2730 -0.2235 0.08
H 13.1155 -0.0793 0.3072 0.4786 0.0473 0.2882 0.07
H 13.5243 -1.5396 2.3710 -0.0837 0.4266 -0.2966 0.08
H 12.1277 -2.1364 3.1725 -0.1502 -0.2467 -0.0694 0.06
H 12.6635 -2.8478 1.6076 -0.3078 0.0406 -0.1117 0.07
H 10.7864 -4.5498 1.2551 -0.1367 -0.3671 0.0151 0.08
H 10.5924 -3.5163 2.6446 -0.3433 -0.2789 0.1606 0.05
H 9.1681 -4.4537 2.0821 0.1390 -0.2658 0.0332 0.08
H 9.0312 -2.3347 -0.9914 -0.7823 -0.2207 -0.0476 0.07
H 8.8393 -4.1162 -0.6409 0.0673 0.1398 0.4138 0.09
H 10.4125 -3.2276 -0.9692 0.1293 -1.0659 -0.3964 0.08
O -5.3550 13.2089 -5.1649 0.2965 0.2132 -0.9139 -0.30
P -5.3853 14.4408 -5.9891 -0.0829 1.5832 -1.2213 0.58
N -5.7139 15.8582 -5.1289 -0.2222 1.1475 -0.6248 -0.32
C -7.0730 15.9867 -4.5177 1.0235 -1.6733 -0.8295 -0.08
C -4.6360 16.5782 -4.4008 -0.3273 -0.7678 0.0251 -0.10
N -6.6204 14.4362 -7.2033 2.1440 0.9249 1.7535 -0.32
C -7.3991 13.2786 -7.5166 -0.1900 -0.0682 -0.2565 -0.13
C -7.0730 15.6843 -7.8005 0.0832 0.1602 0.2492 -0.14
N -3.9265 14.8849 -6.7850 -1.9815 0.4805 0.2724 -0.31
C -2.7764 14.0030 -6.8044 -0.0423 0.3469 -0.4710 -0.12
C -3.7906 16.1844 -7.5555 0.6009 -1.0100 1.6287 -0.09
H -7.8512 15.7077 -5.2281 0.0502 0.8011 -0.5927 0.06
H -7.2060 16.9848 -4.1003 -0.1236 -0.4258 0.2036 0.09
H -7.1774 15.0996 -3.8930 -0.0918 0.6252 1.3408 0.08
H -4.9313 17.5476 -3.9993 -0.6796 -0.1226 -0.0682 0.08
H -3.7726 16.8340 -5.0150 -0.0851 -0.5339 -0.1645 0.06
H -4.3402 15.9497 -3.5608 0.4339 0.1851 0.1927 0.08
H -8.3933 13.4033 -7.0874 -0.3414 -0.3277 -0.0580 0.08
H -7.4769 13.2188 -8.6022 -0.2277 -0.1978 -0.1379 0.08
H -6.9541 12.3484 -7.1635 0.0674 0.2380 0.1893 0.08
H -6.6023 16.5822 -7.4001 0.0743 -0.4000 0.5331 0.06
H -6.8405 15.7758 -8.8615 -0.3945 -0.4775 -0.3149 0.08
H -8.1347 15.7964 -7.5810 -0.2766 0.0737 -0.4717 0.08
H -2.3796 13.8087 -5.8080 0.0505 -0.0241 -0.0187 0.08
H -2.9795 13.0614 -7.3145 -0.0673 -0.1636 0.1149 0.08
H -2.0392 14.5231 -7.4161 0.3478 -0.1613 0.2043 0.07
H -2.9855 16.6896 -7.0219 0.4179 0.2711 -0.4440 0.07
H -4.6172 16.8871 -7.4502 -0.2465 -0.6390 -0.1227 0.06
H -3.5057 16.0240 -8.5953 -0.2081 -0.0651 -0.0002 0.08
O 3.4614 -10.3093 3.7580 1.4128 -1.7024 1.8957 -0.32
P 3.9041 -11.4448 4.6666 -1.1805 -2.3314 -1.5541 0.66
N 4.4974 -11.0337 6.1794 0.3816 0.3696 -0.8149 -0.31
C 5.0180 -12.0146 7.1451 -0.6390 -0.4907 -1.2964 -0.08
C 4.0673 -9.7183 6.6208 -0.4301 0.1146 1.0833 -0.13
N 5.0691 -12.5333 3.9227 -0.7081 1.5261 1.3316 -0.30
C 5.5763 -12.1590 2.6027 0.2084 -0.2385 0.2499 -0.13
C 5.4374 -13.8932 4.3778 -1.0115 -0.0637 -0.2089 -0.12
N 2.5763 -12.5699 5.0140 1.0776 0.1199 0.2741 -0.29
C 2.0322 -13.5206 4.0450 0.0412 -0.3430 0.0473 -0.14
C 1.6558 -12.3284 6.1574 0.6702 1.2737 -0.6241 -0.11
H 5.4666 -11.5104 8.0010 -0.0959 -0.2134 -0.1451 0.09
H 5.6901 -12.7055 6.6360 0.7470 0.6741 0.1529 0.05
H 4.2388 -12.7371 7.3878 -0.4037 0.2909 0.8675 0.06
H 3.0005 -9.7952 6.8307 -0.3307 0.8538 -0.4979 0.06
H 4.3896 -8.9124 5.9615 -0.5519 -0.2525 -0.3257 0.08
H 4.4369 -9.4058 7.5975 0.6646 -0.6060 0.1370 0.08
H 5.3540 -11.1320 2.3129 -0.6591 -0.1967 0.2235 0.07
H 6.6656 -12.1705 2.5662 0.2070 -0.4467 0.1521 0.07
H 5.1769 -12.8795 1.8890 0.1028 0.1708 -0.4610 0.08
H 5.2197 -14.1597 5.4120 -0.2246 0.7356 0.0842 0.06
H 4.8290 -14.6213 3.8412 0.1121 -0.2363 -0.4208 0.07
H 6.4829 -14.1754 4.2540 0.1613 0.5626 -0.3664 0.08
H 1.7064 -14.4161 4.5743 -0.0306 -0.0868 0.2096 0.08
H 1.1568 -13.1766 3.4941 -0.1231 0.4635 0.0235 0.08
H 2.7145 -13.9034 3.2861 0.4826 0.4801 0.1564 0.06
H 0.6665 -12.7699 6.0370 0.2200 -0.1676 -0.3448 0.08
H 1.5121 -11.2484 6.1868 -0.4023 0.1218 0.2667 0.06
H 2.0289 -12.6018 7.1444 0.2967 -0.3714 -0.0960 0.06
O 5.3879 2.3680 -7.2089 0.0346 0.8516 1.1689 -0.30
P 6.0028 2.7412 -8.4806 -0.4861 0.1160 -2.5945 0.62
N 5.9173 1.3111 -9.5073 1.2170 1.9575 -0.3696 -0.31
C 7.0441 0.3851 -9.7130 -0.2198 1.5507 0.6052 -0.10
C 4.6898 0.6592 -9.8099 -1.6797 -0.7991 0.4467 -0.17
N 7.5983 3.2904 -8.4619 -1.3604 -1.3534 -1.5209 -0.34
C 8.2954 3.6979 -7.3057 -0.2496 -0.2920 0.9014 -0.13
C 8.2571 3.7370 -9.6785 -0.4305 -0.8313 -0.6341 -0.12
N 5.1903 4.0353 -9.3451 1.2431 -1.5268 2.8327 -0.32
C 5.2221 4.0314 -10.7557 -1.5405 -0.3125 -1.1756 -0.18
C 4.5706 5.2320 -8.6954 0.4112 -1.6360 -0.8206 -0.08
H 7.9360 0.9022 -9.3592 0.1460 -0.4032 0.2483 0.07
H 7.2213 0.1785 -10.7685 -0.3107 -0.2948 -0.0791 0.08
H 6.8037 -0.4989 -9.1224 0.5182 -0.3238 -0.1799 0.08
H 4.5575 0.2181 -10.7978 0.6079 0.6863 -0.7257 0.08
H 3.7675 1.2019 -9.6027 0.3128 0.5831 0.0238 0.08
H 4.5550 -0.2564 -9.2340 0.2376 -0.1902 0.7634 0.07
H 7.7114 3.4398 -6.4223 0.1821 0.0172 0.1108 0.08
H 9.2244 3.1282 -7.3285 0.4630 0.5708 0.6108 0.09
H 8.3931 4.7818 -7.3678 0.6160 0.1035 0.4353 0.09
H 7.9988 4.7494 -9.9891 0.0270 0.2261 0.1937 0.09
H 9.3386 3.6240 -9.6033 0.0541 0.2198 0.3573 0.09
H 7.9980 3.0710 -10.5015 -0.1940 0.0565 -0.1306 0.07
H 5.3453 5.0310 -11.1726 0.4125 -0.0083 -0.1086 0.09
H 5.8627 3.2820 -11.2205 0.4155 0.3614 0.3080 0.07
H 4.2264 3.6874 -11.0357 -0.3976 0.1926 -0.8503 0.08
H 5.2555 6.0799 -8.6861 0.0195 0.1026 0.0477 0.07
H 4.2293 4.9899 -7.6889 0.1138 -0.0064 -0.0834 0.07
H 3.7143 5.4489 -9.3340 -0.1922 0.3729 0.2417 0.08
O -2.6259 -9.9298 12.4371 0.9976 1.2211 -0.5728 -0.29
P -2.2998 -8.4952 12.6859 -0.0462 1.1966 0.7106 0.61
N -2.9012 -7.3983 11.4750 0.2293 -2.6352 0.5488 -0.30
C -2.8263 -5.9786 11.5447 -0.2959 0.7059 0.0006 -0.14
C -3.8262 -7.8925 10.4611 -0.2270 -0.8838 -0.6057 -0.14
N -0.6462 -8.0739 12.9522 -1.6622 -0.9188 0.1965 -0.32
C 0.3186 -9.1494 13.0170 -0.3370 -0.5435 -1.2266 -0.12
C -0.1914 -6.7347 13.2894 -1.1656 -0.4091 0.3665 -0.13
N -3.0843 -7.9576 14.0943 -0.6252 0.5334 -0.4462 -0.32
C -4.5629 -8.1094 13.9898 0.9167 0.6815 1.2815 -0.10
C -2.6289 -8.1659 15.4868 0.7254 -0.6752 -1.8679 -0.10
H -2.1940 -5.5557 10.7640 0.1604 0.0091 -0.1950 0.08
H -2.4679 -5.5847 12.4958 -0.2183 -0.2463 -0.0031 0.06
H -3.8420 -5.6294 11.3592 -0.0686 0.5558 0.1964 0.08
H -3.7125 -7.4853 9.4565 0.8513 0.4007 0.0052 0.08
H -4.8939 -7.7257 10.6032 -0.2528 0.4247 0.9316 0.07
H -3.7715 -8.9716 10.3175 0.4179 -0.0168 0.3422 0.07
H 1.3073 -8.6927 13.0611 0.0216 -0.4179 0.4047 0.08
H 0.0775 -9.9168 13.7525 0.4193 0.3363 0.6332 0.08
H 0.2538 -9.7178 12.0891 0.3313 -0.0387 -0.2602 0.07
H 0.0872 -6.2211 12.3692 0.1094 0.5228 0.3300 0.08
H -1.0269 -6.2976 13.8362 -0.0185 0.7519 -0.4370 0.06
H 0.5854 -6.7111 14.0537 0.4276 -0.3996 -0.3468 0.08
H -5.0024 -7.3338 14.6170 -0.1290 0.4598 -0.1996 0.07
H -4.9313 -7.9888 12.9711 0.0394 -0.4535 0.2018 0.07
H -4.8409 -9.0041 14.5468 -0.2925 -0.5826 -0.7933 0.08
H -3.1102 -7.4517 16.1549 0.1880 -0.0912 0.0079 0.08
H -1.5410 -8.1071 15.4534 0.0583 0.5710 0.3995 0.07
H -2.7853 -9.2063 15.7719 -0.5515 -0.0585 0.3950 0.08
```
Forces are in eV/Å.

- Total charge: +1
- Gap between HOMO and LUMO: 0.2550 hartree